*P*
ORCA calculation (ωB97M-V/def2-TZVPD) on 2 unconnected molecules or ions with the total composition CH3BrP2.

Computed properties:
LUMO energy: -0.035 Eh

Structure (XYZ):
```
7
Properties=species:S:1:pos:R:3:mulliken_charge:R:1
C 0.3804 -0.9360 -0.1222 -0.559
P -0.2095 1.9414 0.2531 -0.072
P -1.0977 0.1469 -0.0645 0.093
Br 2.0913 -0.2513 -0.0393 -0.068
H 0.2563 -1.9812 1.1452 0.240
H 0.0751 -1.6318 -1.0279 0.314
H -1.4958 2.7120 -0.1444 0.052
```

*Q*
ORCA calculation (ωB97M-V/def2-TZVPD) on a molecular structure, CH3BrP2.

Computed properties:
LUMO energy: -0.027 Eh

Structure (XYZ):
```
7
Properties=species:S:1:pos:R:3:mulliken_charge:R:1
C 0.7363 0.6100 -0.5269 -0.548
P -1.5462 -0.7289 1.0585 -0.050
P -0.2152 -0.9886 -0.4033 0.088
Br 0.2668 2.1899 0.5537 -0.128
H 1.8747 0.1538 0.0797 0.275
H 0.8437 0.9122 -1.6789 0.315
H -1.9600 -2.1484 0.9173 0.049
```

*Q* comes first in stability; the runner-up is 0.0521 hartree higher.

*P*
ORCA calculation (ωB97M-V/def2-TZVPD) on C21H30ClN3O2 in the gas phase.

Computed properties:
LUMO energy: 0.018 Eh
SMILES string: Cc1ccc(CC(=O)NCC(C)(C)NC(=O)[C@H]2CCN3CC[C@H]2C3)c(Cl)c1

Structure (XYZ):
```
57
Properties=species:S:1:pos:R:3:mulliken_charge:R:1
C -0.9668 4.2507 0.4014 -1.674
C -0.7403 3.1306 1.3797 1.145
C -1.7736 2.2891 1.7716 -0.861
C -1.5446 1.2541 2.6644 -0.476
C -0.2841 1.0169 3.2047 0.076
C -0.0597 -0.1283 4.1497 -1.554
C 0.5452 -1.3990 3.5558 0.882
O 0.7507 -2.3720 4.2635 -0.722
N 0.8241 -1.3815 2.2359 0.534
C 1.4563 -2.5193 1.6076 -1.460
C 2.2417 -2.1446 0.3490 1.444
C 3.2907 -1.0697 0.6323 -1.400
C 2.9380 -3.4125 -0.1452 -2.206
N 1.3321 -1.7440 -0.7455 0.101
C 0.7305 -0.5416 -0.9060 -0.362
O 0.7270 0.3196 -0.0355 -0.560
C 0.0987 -0.2986 -2.2779 -0.092
C -0.7899 -1.4499 -2.7904 -0.671
C -2.1996 -1.3990 -2.1873 -0.886
N -2.8017 -0.0629 -2.2095 -0.122
C -2.7318 0.5419 -3.5493 -0.642
C -1.3495 1.2525 -3.6561 -1.148
C -0.7073 1.0096 -2.2790 0.279
C -1.9583 0.8319 -1.4107 -0.762
C 0.7384 1.8703 2.7976 1.006
Cl 2.3548 1.6336 3.4092 -0.208
C 0.5253 2.9072 1.9084 -0.817
H -1.9950 4.2549 0.0409 0.344
H -0.7676 5.2208 0.8600 0.457
H -0.3040 4.1529 -0.4605 0.292
H -2.7694 2.4408 1.3720 0.361
H -2.3640 0.6082 2.9581 0.429
H 0.6025 0.1579 4.9674 0.384
H -1.0043 -0.4276 4.6051 0.401
H 0.6551 -0.5552 1.6735 -0.184
H 2.1391 -2.9695 2.3306 0.566
H 0.7158 -3.2850 1.3513 0.319
H 3.9812 -1.4374 1.3930 0.402
H 3.8583 -0.8574 -0.2756 0.413
H 2.8490 -0.1439 0.9899 0.108
H 3.6285 -3.7813 0.6118 0.465
H 2.2128 -4.2026 -0.3547 0.479
H 3.5068 -3.2059 -1.0535 0.477
H 1.3021 -2.3683 -1.5333 0.472
H 0.9455 -0.1903 -2.9667 0.418
H -0.8623 -1.3611 -3.8765 0.401
H -0.3522 -2.4327 -2.6043 0.503
H -2.8525 -2.0912 -2.7232 0.416
H -2.1748 -1.7242 -1.1435 0.352
H -2.8865 -0.2172 -4.3169 0.314
H -3.5390 1.2697 -3.6421 0.345
H -0.7407 0.8653 -4.4753 0.346
H -1.4809 2.3213 -3.8277 0.336
H -0.0768 1.8344 -1.9510 0.802
H -2.4712 1.7892 -1.2821 0.071
H -1.7609 0.4165 -0.4249 0.205
H 1.3592 3.5342 1.6197 0.460
```

*Q*
ORCA calculation (ωB97M-V/def2-TZVPD) on C21H30ClN3O2 in the gas phase.

Computed properties:
LUMO energy: 0.021 Eh
SMILES string: Cc1ccc(CC(=O)NCC(C)(C)NC(=O)[C@H]2CCN3CC[C@H]2C3)c(Cl)c1

Structure (XYZ):
```
57
Properties=species:S:1:pos:R:3:mulliken_charge:R:1
C 0.3300 4.6048 0.5225 -1.539
C -0.2000 3.4097 1.2649 1.085
C -1.3626 2.7667 0.8530 -0.526
C -1.8174 1.6381 1.5109 -0.229
C -1.1352 1.0952 2.5973 0.138
C -1.6139 -0.1994 3.2094 -2.003
C -1.0139 -1.3637 2.4304 0.868
O -1.6196 -1.9120 1.5185 -0.676
N 0.2435 -1.7030 2.7837 0.045
C 1.0232 -2.7002 2.0745 -1.717
C 1.8328 -2.1618 0.8853 1.900
C 2.6625 -0.9463 1.2946 -1.681
C 2.7371 -3.3043 0.4158 -2.041
N 0.8677 -1.7927 -0.1626 0.265
C 1.2269 -1.4644 -1.4262 -0.153
O 2.3932 -1.3056 -1.7623 -0.703
C 0.1244 -1.2733 -2.4664 0.480
C -1.3280 -1.5273 -2.0398 -1.542
C -1.9599 -0.3215 -1.3326 0.552
N -1.6702 0.9693 -1.9697 -0.057
C -2.0168 0.9505 -3.4009 -0.662
C -0.7801 0.3917 -4.1613 -1.154
C 0.2540 0.1477 -3.0508 0.075
C -0.2134 1.1534 -1.9939 -0.964
C 0.0122 1.7649 3.0086 0.863
Cl 0.9227 1.1991 4.3949 -0.255
C 0.4779 2.8993 2.3650 -0.794
H -0.4826 5.2038 0.1127 0.391
H 0.9343 5.2398 1.1695 0.426
H 0.9589 4.2873 -0.3124 0.247
H -1.9083 3.1297 -0.0086 0.167
H -2.7189 1.1474 1.1656 0.289
H -1.3464 -0.2611 4.2636 0.561
H -2.6943 -0.2773 3.1116 0.444
H 0.6968 -1.1517 3.4942 0.253
H 1.7201 -3.1461 2.7844 0.496
H 0.3437 -3.4814 1.7312 0.405
H 3.3377 -1.2061 2.1139 0.391
H 3.2546 -0.6063 0.4475 0.461
H 2.0169 -0.1279 1.6190 0.283
H 3.4169 -3.5907 1.2206 0.506
H 2.1372 -4.1758 0.1442 0.424
H 3.3217 -2.9999 -0.4474 0.393
H -0.1101 -1.9323 0.0537 0.048
H 0.3901 -1.9837 -3.2554 0.608
H -1.9015 -1.7500 -2.9432 0.468
H -1.4189 -2.4159 -1.4101 0.518
H -3.0434 -0.4518 -1.2817 0.464
H -1.6052 -0.2618 -0.3049 -0.990
H -2.9192 0.3583 -3.5565 0.348
H -2.2336 1.9703 -3.7238 0.370
H -1.0065 -0.5161 -4.7228 0.364
H -0.4022 1.1280 -4.8718 0.331
H 1.2793 0.3054 -3.3796 0.825
H 0.0164 2.1784 -2.3022 0.236
H 0.2119 0.9927 -1.0008 0.278
H 1.3776 3.3802 2.7269 0.422
```

*Q* comes first in stability; the runner-up is 0.0071 hartree higher.

*P*
ORCA calculation (ωB97M-V/def2-TZVPD) on 2 unconnected molecules or ions with the total composition H3O4PSi.

Computed properties:
LUMO energy: 0.252 Eh
Net charge: -2

Structure (XYZ):
```
9
Properties=species:S:1:pos:R:3:mulliken_charge:R:1
O 1.4585 1.7993 2.2138 -0.619
O 3.8015 1.2645 1.2542 -0.670
O 2.3843 -0.4967 2.5525 -0.619
O 0.1578 -0.9891 -1.9512 -0.662
Si 0.0095 -0.3909 -0.5665 0.144
P 2.5125 0.8185 1.8812 0.868
H -1.5630 0.3878 -0.6087 -0.107
H -0.0841 -1.4411 0.5973 -0.134
H 1.1902 0.4916 -0.2754 -0.200
```

*Q*
ORCA calculation (ωB97M-V/def2-TZVPD) on a gas-phase ion, H3O4PSi (charge -2).

Computed properties:
LUMO energy: 0.242 Eh
SMILES string: O=P([O-])([O-])O[SiH3]
Net charge: -2

Structure (XYZ):
```
9
Properties=species:S:1:pos:R:3:mulliken_charge:R:1
O 2.1316 0.9281 0.0347 -0.773
P 1.7372 -0.4943 -0.2069 0.976
O 2.2527 -1.1170 -1.4496 -0.772
O 1.4988 -1.3709 0.9564 -0.750
O -0.2061 -0.1218 -0.6671 -0.227
Si -1.4137 0.4410 0.1284 0.032
H -2.5111 0.2679 -0.8614 -0.203
H -2.1434 -0.4395 1.4634 -0.129
H -1.3460 1.9064 0.6020 -0.153
```

*Q* comes first in stability; the runner-up is 0.0115 hartree higher.

*P*
ORCA calculation (ωB97M-V/def2-TZVPD) on a gas-phase ion, C5H9N4 (charge +1).

Computed properties:
LUMO energy (spin up / spin down): -0.128 / -0.128 Eh
SMILES string: N[C@@H]1N[C@H]1[n+]1ccc[nH]1
Net charge: +1

Structure (XYZ):
```
18
Properties=species:S:1:pos:R:3:mulliken_charge:R:1
N -1.1735 -1.1184 -2.4232 -0.440
C -0.1583 -0.6207 -1.6229 0.240
N 0.2602 -1.5458 -0.6494 -0.488
C -0.5313 -0.6436 0.2025 -0.393
N 0.1042 0.2686 1.0191 0.297
C -0.3725 1.2709 1.7844 -0.115
C 0.7468 1.9880 2.2705 -0.632
C 1.8550 1.4022 1.7191 -0.116
N 1.4411 0.4119 0.9422 -0.301
H -1.4469 -2.0892 -2.4603 0.183
H -1.6230 -0.6753 -3.1542 0.177
H 0.5201 0.1676 -1.6657 0.435
H -0.1230 -2.4725 -0.7873 0.278
H -1.6170 -0.5785 0.4592 0.319
H -1.4078 1.2999 1.7956 0.431
H 0.8200 2.8457 2.9339 0.383
H 2.7920 1.8139 1.9096 0.469
H 2.1561 -0.2426 0.6753 0.271
```

*Q*
ORCA calculation (ωB97M-V/def2-TZVPD) on a molecular structure, C5H9N4.

Computed properties:
LUMO energy: -0.125 Eh
Net charge: +1

Structure (XYZ):
```
18
Properties=species:S:1:pos:R:3:mulliken_charge:R:1
C -0.4746 0.8480 -1.8165 0.494
C 0.4049 -0.6696 1.6954 0.352
C -0.0757 0.0747 -0.0960 1.104
C -0.8924 1.4253 -3.1039 -1.040
C 0.6703 -0.9798 3.0061 -1.103
N -0.5843 1.3356 -0.5679 -0.754
N -0.0506 -0.3619 -1.4759 -0.323
N -0.7156 -0.6982 1.0457 -0.205
N 1.1060 -0.0832 0.7339 -0.194
H -1.9462 1.2545 -3.2762 0.296
H -0.2760 1.0658 -3.9319 0.343
H -0.8480 2.5107 -2.9834 0.325
H 1.2192 -0.1261 3.4284 0.329
H 1.2837 -1.8010 3.2873 0.348
H -0.2380 -1.0166 3.5630 0.340
H -0.0057 -1.1752 -2.0916 0.202
H -1.5445 -1.2719 1.3152 0.249
H 2.0692 0.3077 0.7304 0.238
```

*Q* comes first in stability; the runner-up is 0.0372 hartree higher.